[1]
{"formula": "CH2O3PS2", "method": "ωB97M-V with the def2-TZVPD basis set", "total_charge": -1, "e_tot_ha": -1402.70577, "e_lumo_ev": 2.69, "homo_ev": -3.899, "relative_energy_kj_mol": 221.8, "elements": ["C", "O", "O", "O", "P", "S", "S", "H", "H"], "positions_angstrom": [[0.1855, 0.3304, 0.1046], [-0.7841, 2.3447, -2.1851], [1.6814, 2.1666, -2.5584], [0.8363, 3.2290, -0.5709], [0.4969, -1.3835, 0.1144], [-0.7573, 1.2974, 0.9820], [0.5626, 2.3352, -1.6329], [0.5576, 0.9537, -0.9657], [0.3255, -1.1339, 1.4321]], "forces_ev_per_angstrom": [[-1.4500, -0.3412, 0.4034], [0.9145, -0.2040, 0.3352], [-0.8610, -0.3492, 0.2779], [0.0700, 0.7734, 1.3271], [0.9886, 0.7948, -1.6542], [0.1661, 0.1114, 0.5294], [0.3073, 0.2870, -2.9903], [0.2152, -0.3666, 0.0704], [-0.3508, -0.7056, 1.7010]]}

[2]
{"formula": "C14H31BO10", "method": "ωB97M-V with the def2-TZVPD basis set", "e_tot_ha": -1329.23099, "e_lumo_ev": -0.94, "homo_ev": -9.629, "elements": ["C", "C", "C", "O", "C", "C", "C", "O", "C", "C", "B", "O", "O", "C", "O", "H", "H", "H", "H", "H", "H", "H", "H", "H", "H", "H", "C", "O", "H", "H", "H", "H", "C", "O", "H", "H", "H", "H", "C", "O", "H", "H", "H", "H", "C", "O", "H", "H", "H", "H", "C", "O", "H", "H", "H", "H"], "positions_angstrom": [[-2.9782, -0.0004, 1.8148], [-1.8878, -0.1352, 2.9054], [-0.7651, -1.0223, 2.3401], [0.5201, -0.8271, 2.9405], [1.2100, 0.1854, 2.4135], [1.4161, 0.4157, 1.1370], [2.2231, 1.5501, 0.6502], [2.4936, 1.6001, -0.5111], [2.7134, 2.5871, 1.6063], [2.5316, 2.3765, 2.8931], [3.0878, 3.4914, 3.8903], [4.4378, 3.6232, 4.1453], [2.1844, 4.3421, 4.4822], [1.8576, 1.1302, 3.3900], [1.8833, 0.9099, 4.5476], [-3.6012, 0.8635, 2.0705], [-2.5420, 0.1892, 0.8193], [-3.6579, -0.8539, 1.8190], [-1.5551, 0.8291, 3.2915], [-2.3605, -0.6980, 3.7148], [-1.0354, -2.0612, 2.5462], [-0.7751, -0.9279, 1.2504], [0.9925, -0.2436, 0.3903], [3.2247, 3.4735, 1.2529], [4.7904, 4.2947, 3.5448], [1.5707, 4.7321, 3.8468], [0.6293, 1.7249, 7.2079], [-0.3863, 2.6327, 7.6396], [0.4009, 0.7399, 7.6083], [0.6509, 1.6746, 6.1256], [1.6044, 2.0478, 7.5825], [-0.1688, 3.4972, 7.2778], [-2.0151, -0.8166, -1.9067], [-1.2386, 0.1978, -1.2700], [-2.7767, -1.1579, -1.2088], [-2.4992, -0.4146, -2.7983], [-1.3793, -1.6579, -2.1845], [-0.5718, 0.4823, -1.9102], [-1.7276, -3.1319, -4.6590], [-2.9331, -3.1609, -3.8871], [-1.5043, -2.0962, -4.9092], [-0.9020, -3.5468, -4.0720], [-1.8517, -3.7068, -5.5752], [-3.1138, -4.0813, -3.6739], [0.1898, -5.0460, -7.6516], [-0.8272, -4.1040, -7.3192], [-0.0656, -5.9983, -7.1936], [0.2503, -5.1741, -8.7351], [1.1570, -4.7112, -7.2687], [-0.5868, -3.2675, -7.7313], [0.9852, 1.5556, -3.7323], [-0.3003, 0.9392, -3.8566], [1.7243, 0.7762, -3.5690], [1.2337, 2.1029, -4.6444], [0.9895, 2.2361, -2.8783], [-0.9455, 1.6407, -3.9987]], "forces_ev_per_angstrom": [[0.0877, 0.9050, 0.3703], [-0.4447, -0.9250, -0.5112], [-0.8697, -0.5636, 0.0789], [-0.3880, 0.1473, 0.0534], [0.5412, 0.6965, 1.0525], [-0.1146, 0.0625, -1.0245], [-0.2856, -0.0476, 0.9984], [0.5143, 0.3693, -2.0435], [-0.4386, -0.6228, -0.6055], [0.2943, 0.3047, 0.7307], [-0.4764, -0.5924, 0.4897], [-0.3211, 0.0299, -0.5092], [0.4364, 0.6654, -0.4019], [0.2060, 0.5426, -1.9362], [-0.0046, -0.7721, 2.6572], [-0.0230, -0.0786, -0.1519], [-0.2496, -0.1970, 0.3613], [0.2524, -0.1219, -0.2621], [0.1712, -0.0521, -0.2020], [0.2623, 0.4040, 0.3357], [0.2204, 0.0425, 0.0083], [0.5369, 0.1640, 0.0976], [0.1376, 0.1738, -0.2211], [0.0462, -0.1427, -0.4560], [0.3087, -0.0108, 0.4447], [-0.3402, -0.4364, 0.3400], [-0.1469, 0.4204, 0.1024], [-0.0548, -0.0366, 0.0956], [-0.0704, 0.0449, 0.0376], [0.0867, -0.1124, -0.0016], [0.0785, -0.1504, -0.0762], [-0.0317, -0.0690, 0.0486], [0.3403, 0.2799, -0.0519], [0.0338, -0.0944, 0.3721], [0.0174, 0.0363, 0.0320], [-0.0784, -0.1895, -0.0413], [-0.1484, -0.0989, -0.0780], [-0.2543, -0.0451, -0.0899], [-0.4119, -0.3803, 0.1930], [0.0347, 0.1544, 0.0878], [-0.0627, 0.0252, 0.0882], [0.1412, 0.0810, -0.1231], [0.1186, 0.1522, 0.1843], [-0.0368, 0.0922, -0.0306], [-0.0314, 0.3002, -0.1010], [0.2609, -0.1600, -0.3683], [-0.0593, 0.0406, 0.0220], [0.0902, -0.1304, 0.0197], [0.0603, -0.1363, -0.0285], [-0.1107, -0.0304, 0.0596], [-0.2325, 0.2236, -0.0755], [0.1516, -0.0114, -0.0477], [-0.0682, -0.0480, 0.0251], [0.1071, 0.0064, 0.0471], [0.2127, 0.0123, -0.0135], [0.0048, -0.1211, 0.0184]]}

Question: What is the formula in the second record?
Answer: C14H31BO10

Question: Which formula does entry 1 have?
Answer: CH2O3PS2